(1)
DFT (ωB97M-V/def2-TZVPD) results for a 5-piece molecular cluster, C28H56BCl2N2O14 overall in a non-equilibrium geometry.

XYZ file:
```
103
Properties=species:S:1:pos:R:3:mulliken_charge:R:1
C 2.46 4.73 5.14 -0.99
C 2.96 4.14 3.76 0.32
Cl 3.14 5.33 2.37 -0.15
C 3.22 2.74 3.56 -0.25
Cl 3.75 2.34 1.84 0.00
C 3.10 1.66 4.69 -0.14
N 2.62 1.72 6.05 0.04
C 2.60 0.53 6.85 0.07
C 2.08 0.44 8.35 -0.72
C 0.52 0.93 8.34 -0.49
O -0.16 0.05 7.41 -0.09
C -1.57 0.05 7.61 0.07
O -2.10 -0.28 8.69 -0.47
N 3.09 -0.46 5.92 0.26
C 3.17 -1.88 6.36 -0.85
B 1.91 -2.82 5.94 0.52
O 2.23 -4.03 5.19 -0.47
O 0.53 -2.59 6.26 -0.44
C 3.41 0.11 4.64 0.64
C 3.93 -0.57 3.31 -0.08
C 4.52 -2.03 3.43 0.14
O 5.62 -2.31 3.97 -0.56
O 3.72 -3.07 2.86 -0.44
H 2.11 5.83 5.07 0.35
H 3.19 4.61 6.01 0.29
H 1.50 4.14 5.44 0.25
H 2.27 2.55 6.54 0.26
H 2.19 -0.59 8.83 0.36
H 2.65 1.24 8.95 0.37
H 0.49 1.98 7.88 0.26
H 0.07 0.94 9.39 0.41
H -2.24 0.35 6.73 0.35
H 4.17 -2.38 6.05 0.29
H 3.20 -1.89 7.52 0.25
H 2.88 -4.53 5.75 0.33
H 0.35 -3.03 7.13 0.30
H 4.79 0.10 2.90 0.42
H 3.10 -0.48 2.51 0.16
H 4.04 -3.95 3.17 0.37
C 3.07 1.42 -4.68 -0.54
O 3.67 2.71 -4.66 -0.39
C 3.00 3.61 -3.78 -0.47
C 3.77 3.79 -2.48 -0.57
O 3.76 2.60 -1.70 0.03
C 5.00 1.89 -1.78 -0.99
H 3.73 0.74 -5.22 0.29
H 2.93 1.03 -3.67 0.15
H 2.11 1.47 -5.20 0.30
H 1.98 3.27 -3.59 0.17
H 2.95 4.57 -4.30 0.41
H 3.27 4.56 -1.89 0.33
H 4.80 4.13 -2.68 0.39
H 5.77 2.44 -1.24 0.26
H 5.31 1.74 -2.82 0.43
H 4.86 0.91 -1.32 0.27
C -0.88 0.20 -2.53 -0.62
O 0.14 -0.06 -1.57 -0.46
C 0.91 1.10 -1.28 -0.06
C 0.52 1.70 0.07 -0.27
O -0.80 2.25 0.02 -0.45
C -1.76 1.41 0.65 -0.72
H -1.54 -0.67 -2.57 0.17
H -1.48 1.07 -2.25 0.36
H -0.44 0.36 -3.51 0.28
H 0.83 1.84 -2.07 0.14
H 1.96 0.78 -1.22 0.15
H 1.20 2.52 0.30 0.27
H 0.60 0.95 0.87 0.27
H -1.61 1.42 1.73 0.27
H -1.70 0.38 0.28 0.34
H -2.75 1.80 0.42 0.27
C -5.87 -0.95 -6.93 -0.55
O -5.94 0.45 -6.76 -0.40
C -5.96 0.83 -5.39 -0.56
C -4.61 1.36 -4.94 -0.59
O -3.63 0.31 -4.92 0.01
C -2.76 0.37 -6.04 -0.90
H -5.68 -1.16 -7.99 0.27
H -5.07 -1.40 -6.34 0.12
H -6.83 -1.41 -6.66 0.32
H -6.29 0.00 -4.76 0.25
H -6.70 1.64 -5.29 0.40
H -4.70 1.73 -3.91 0.33
H -4.28 2.19 -5.57 0.43
H -2.08 1.23 -5.94 0.27
H -3.31 0.45 -6.98 0.40
H -2.16 -0.54 -6.06 0.24
C -3.82 -5.97 -5.36 -0.72
O -2.99 -5.35 -4.39 -0.41
C -2.99 -3.93 -4.51 -0.37
C -3.86 -3.28 -3.43 -0.27
O -5.24 -3.58 -3.63 -0.32
C -5.71 -4.58 -2.75 -0.82
H -3.91 -7.03 -5.10 0.26
H -4.82 -5.54 -5.37 0.31
H -3.37 -5.89 -6.35 0.33
H -3.32 -3.62 -5.51 0.26
H -1.96 -3.59 -4.38 0.33
H -3.75 -2.20 -3.50 0.09
H -3.53 -3.59 -2.43 0.40
H -5.78 -4.18 -1.73 0.31
H -5.06 -5.46 -2.75 0.34
H -6.71 -4.88 -3.07 0.24
```

Results
* net charge: +1
* Kohn-Sham gap: 6.6 eV
* LUMO energy: -0.1348 hartree

(2)
DFT (ωB97M-V/def2-TZVPD) results for C28H56Br2F2IN2O18PS5 as an isolated structure in a non-equilibrium geometry.

XYZ file:
```
115
Properties=species:S:1:pos:R:3:mulliken_charge:R:1
C 1.36 9.21 1.89 -0.80
C 1.22 9.22 0.25 -0.45
C -0.38 9.10 -0.23 -0.73
F -0.36 9.44 -1.69 -0.15
C -0.99 7.57 0.05 0.44
O 0.06 6.64 -0.39 -0.32
C -0.10 5.30 0.19 -0.17
C 0.24 5.22 1.82 0.40
C 1.72 5.81 2.31 -0.43
C 1.91 5.61 3.96 -0.47
C 0.66 4.91 4.73 -0.14
N -0.67 4.44 4.24 -0.47
C -0.91 4.59 2.77 -0.24
P 1.28 4.21 -0.65 0.22
O 1.63 4.81 -2.27 -0.50
Br 0.53 2.02 -0.78 -0.05
C -2.46 7.33 -0.65 -0.41
I -3.68 9.20 -0.77 0.12
C -2.35 6.79 -2.20 0.04
C -2.96 5.28 -2.44 0.30
O -4.24 4.91 -2.26 -0.51
Br -1.69 3.86 -3.11 -0.13
N -3.30 6.39 0.25 -0.05
F -4.07 7.27 0.99 -0.21
H 1.59 10.33 2.24 0.34
H 2.24 8.56 2.30 0.16
H 0.30 8.94 2.32 0.24
H 1.55 10.31 -0.10 0.38
H 1.92 8.47 -0.31 0.22
H -0.94 9.92 0.42 0.37
H -1.18 7.55 1.23 0.47
H -1.13 4.79 -0.04 0.33
H 2.53 6.26 1.60 0.49
H 2.91 5.95 4.51 0.29
H 0.84 4.74 5.90 0.29
H -1.95 4.23 2.33 0.27
H 0.82 5.35 -2.54 0.33
H -2.98 7.51 -2.91 0.43
H -1.26 6.81 -2.64 -0.06
H -2.70 5.93 0.97 0.18
O -0.86 9.95 -6.76 -0.67
S -1.09 10.61 -5.50 1.23
O -2.40 10.63 -4.87 -0.58
O -0.53 12.13 -5.58 -0.27
C -0.98 12.97 -6.64 -0.35
C -2.37 13.51 -6.36 -0.97
C 0.09 10.00 -4.32 -0.73
H -0.95 12.44 -7.60 0.33
H -0.28 13.81 -6.71 0.27
H -3.12 12.71 -6.39 0.29
H -2.65 14.25 -7.11 0.38
H -2.42 13.96 -5.37 0.26
H 1.08 10.04 -4.76 0.42
H -0.18 8.97 -4.07 0.12
H 0.04 10.62 -3.42 0.29
O 1.07 -4.05 -1.43 -0.62
S -0.33 -4.10 -1.79 1.36
O -0.76 -4.30 -3.16 -0.66
O -1.07 -2.78 -1.20 -0.35
C -0.54 -1.50 -1.52 -0.32
C -0.93 -1.07 -2.92 -0.86
C -1.14 -5.29 -0.76 -0.98
H 0.54 -1.48 -1.38 0.35
H -0.97 -0.79 -0.80 0.21
H -0.44 -1.70 -3.67 0.29
H -0.64 -0.03 -3.10 0.28
H -2.01 -1.17 -3.07 0.27
H -0.86 -5.11 0.28 0.24
H -0.81 -6.29 -1.07 0.38
H -2.22 -5.20 -0.90 0.37
O 4.25 -8.13 -5.32 -0.64
S 4.94 -7.77 -4.09 1.17
O 4.48 -8.22 -2.79 -0.58
O 5.13 -6.15 -4.05 -0.26
C 3.99 -5.32 -4.21 -0.55
C 3.18 -5.25 -2.93 -0.64
C 6.66 -8.19 -4.26 -0.92
H 3.38 -5.66 -5.05 0.34
H 4.36 -4.32 -4.46 0.30
H 2.72 -6.21 -2.70 0.31
H 2.38 -4.50 -3.02 0.26
H 3.81 -4.99 -2.08 0.25
H 7.02 -7.81 -5.21 0.32
H 6.74 -9.28 -4.24 0.37
H 7.21 -7.76 -3.42 0.31
O 2.41 -6.07 4.15 -0.66
S 1.78 -6.63 2.97 1.17
O 0.63 -6.01 2.35 -0.53
O 1.46 -8.20 3.23 -0.29
C 0.70 -8.56 4.38 -0.32
C -0.78 -8.30 4.17 -0.87
C 3.03 -6.87 1.72 -0.98
H 1.07 -8.04 5.27 0.31
H 0.85 -9.63 4.55 0.23
H -0.98 -7.22 4.10 0.34
H -1.36 -8.70 5.01 0.26
H -1.13 -8.75 3.24 0.25
H 3.88 -7.38 2.17 0.36
H 3.33 -5.88 1.36 0.37
H 2.60 -7.45 0.90 0.33
O -3.77 -10.33 7.22 -0.65
S -2.76 -11.36 7.37 1.28
O -1.41 -11.19 6.87 -0.56
O -3.35 -12.77 6.82 -0.30
C -3.88 -12.82 5.50 -0.33
C -2.77 -12.88 4.46 -0.82
C -2.67 -11.82 9.09 -1.02
H -4.54 -11.97 5.31 0.32
H -4.49 -13.72 5.43 0.28
H -2.20 -11.95 4.44 0.14
H -3.18 -13.05 3.46 0.38
H -2.06 -13.69 4.70 0.26
H -3.68 -12.00 9.46 0.33
H -2.22 -10.99 9.64 0.37
H -2.05 -12.71 9.18 0.32
```

Results
* Kohn-Sham gap: 8.3 eV
* LUMO energy: -0.0356 hartree

(3)
DFT (ωB97M-V/def2-TZVPD) results for C28H56F24N8O20S8 as an isolated structure in a non-equilibrium geometry.

XYZ file:
```
144
Properties=species:S:1:pos:R:3:mulliken_charge:R:1
C -0.30 -4.09 -2.82 -0.87
N 0.80 -4.14 -1.73 0.34
C 2.05 -3.47 -2.23 -0.93
C 0.20 -3.39 -0.54 -0.07
C 0.98 -5.59 -1.34 -0.65
C 2.09 -5.82 -0.25 -0.77
O 2.42 -4.84 0.72 -0.28
H -0.31 -3.09 -3.23 0.27
H -1.24 -4.41 -2.39 0.39
H -0.05 -4.80 -3.61 0.39
H 1.82 -2.43 -2.47 0.38
H 2.31 -3.91 -3.20 0.38
H 2.89 -3.59 -1.55 0.30
H 1.09 -3.13 0.03 -0.12
H -0.32 -4.07 0.13 0.25
H -0.23 -2.48 -0.94 0.07
H 1.24 -6.06 -2.29 0.51
H 0.07 -6.07 -0.99 0.44
H 2.90 -6.19 -0.89 0.27
H 1.78 -6.70 0.31 0.51
H 2.33 -5.35 1.53 0.24
C 6.05 -3.07 2.50 -0.80
N 4.99 -2.36 3.34 0.34
C 4.42 -3.36 4.24 -0.75
C 5.83 -1.30 4.07 -1.07
C 3.92 -1.67 2.50 -1.00
C 4.36 -0.41 1.79 0.75
O 5.34 -0.81 0.88 -0.47
H 6.89 -3.49 3.05 0.42
H 6.54 -2.42 1.79 0.27
H 5.59 -3.95 2.03 0.37
H 5.15 -4.05 4.66 0.35
H 3.60 -3.87 3.73 0.15
H 3.87 -2.84 5.02 0.40
H 6.39 -0.67 3.39 0.41
H 6.35 -1.78 4.90 0.39
H 5.02 -0.79 4.59 0.45
H 3.07 -1.46 3.16 0.41
H 3.49 -2.45 1.87 0.27
H 4.71 0.31 2.53 0.48
H 3.49 -0.08 1.22 -0.65
H 5.65 0.01 0.42 0.48
C -1.93 -1.44 3.60 -0.74
N -3.29 -1.33 2.91 0.53
C -3.18 -2.47 1.91 -1.33
C -4.32 -1.75 3.91 -0.92
C -3.53 0.03 2.18 0.13
C -2.86 1.18 2.88 0.75
O -3.52 1.56 4.04 -0.69
H -1.75 -2.46 3.93 0.41
H -1.94 -0.93 4.56 0.31
H -1.15 -0.96 3.03 0.15
H -2.28 -2.27 1.33 0.48
H -4.05 -2.41 1.26 0.46
H -3.10 -3.42 2.43 0.47
H -4.03 -2.71 4.35 0.41
H -5.25 -2.04 3.42 0.36
H -4.32 -0.98 4.67 0.32
H -4.60 0.24 2.24 0.14
H -3.26 -0.21 1.16 -0.63
H -2.75 2.00 2.16 0.03
H -1.78 1.01 3.01 0.14
H -3.03 2.37 4.32 0.46
C -5.01 3.49 -2.78 -0.53
N -4.78 4.06 -1.40 0.39
C -4.64 2.99 -0.33 -0.66
C -3.43 4.72 -1.54 -1.05
C -5.76 5.19 -1.10 -0.47
C -7.13 4.65 -0.75 -0.62
O -7.13 4.12 0.55 -0.49
H -4.35 2.63 -2.94 0.11
H -4.86 4.19 -3.60 0.36
H -6.05 3.16 -2.87 0.32
H -3.69 2.46 -0.36 -0.20
H -5.50 2.32 -0.36 0.40
H -4.69 3.57 0.59 0.50
H -3.09 5.26 -0.66 0.33
H -3.50 5.49 -2.31 0.45
H -2.65 4.00 -1.78 0.40
H -5.80 5.89 -1.93 0.44
H -5.38 5.71 -0.22 0.36
H -7.44 3.96 -1.55 0.30
H -7.95 5.37 -0.82 0.50
H -7.96 3.66 0.68 0.31
C 0.85 0.62 0.31 -0.13
F 1.72 1.58 0.39 -0.13
F 1.33 -0.50 -0.22 0.07
F 0.43 0.33 1.56 -0.23
S -0.57 1.16 -0.86 1.38
O -1.16 2.36 -0.29 -0.67
O -0.01 1.39 -2.15 -0.60
N -1.57 -0.20 -0.75 -0.19
S -2.24 -0.35 -2.14 0.01
O -3.08 0.83 -2.35 -0.44
O -1.47 -0.82 -3.26 -0.12
C -3.53 -1.72 -1.79 0.44
F -4.30 -1.77 -2.87 -0.19
F -2.96 -2.93 -1.68 -0.19
F -4.30 -1.40 -0.74 -0.17
C -1.04 1.90 6.65 0.66
F -0.60 1.67 5.40 -0.20
F -1.67 0.83 7.11 -0.24
F 0.02 2.18 7.39 -0.24
S -2.29 3.39 6.61 1.04
O -3.51 2.81 7.12 -0.69
O -1.75 4.41 7.49 -0.64
N -2.42 3.84 5.01 -0.62
S -1.34 4.98 4.76 0.97
O -1.64 6.34 5.19 -0.64
O 0.02 4.54 5.02 -0.64
C -1.41 4.88 2.85 0.53
F -0.56 5.78 2.36 -0.21
F -0.99 3.67 2.47 -0.10
F -2.65 5.10 2.41 -0.20
C 0.35 -0.76 -6.25 0.43
F -0.97 -0.92 -6.31 -0.21
F 0.68 -0.15 -5.13 -0.11
F 0.94 -1.96 -6.27 -0.20
S 0.88 0.38 -7.75 1.19
O 0.01 1.50 -7.53 -0.69
O 2.31 0.69 -7.74 -0.61
N 0.19 -0.13 -9.25 -0.46
S 0.85 -1.59 -9.62 0.94
O 1.00 -1.52 -11.06 -0.67
O 2.06 -1.97 -8.90 -0.59
C -0.43 -3.04 -9.39 0.64
F 0.15 -4.22 -9.55 -0.24
F -0.91 -3.04 -8.12 -0.21
F -1.42 -2.89 -10.24 -0.22
C 4.04 0.99 -2.45 0.59
F 3.76 0.88 -3.71 -0.20
F 3.23 1.91 -1.88 -0.19
F 3.72 -0.18 -1.83 -0.12
S 5.82 1.39 -2.10 0.95
O 6.59 0.24 -2.57 -0.73
O 6.09 2.57 -2.87 -0.58
N 5.81 1.45 -0.41 -0.46
S 6.49 2.80 -0.03 0.86
O 7.78 3.07 -0.61 -0.63
O 5.66 3.98 -0.05 -0.65
C 6.80 2.51 1.87 0.61
F 7.48 3.53 2.37 -0.22
F 5.68 2.47 2.60 -0.24
F 7.53 1.39 2.03 -0.24
```

Results
* Kohn-Sham gap: 5.7 eV
* LUMO energy: -0.0803 hartree

(4)
DFT (ωB97M-V/def2-TZVPD) results for a 9-piece molecular cluster, C28H56N4O8 overall in a non-equilibrium geometry.

XYZ file:
```
96
Properties=species:S:1:pos:R:3:mulliken_charge:R:1
C 0.34 -1.72 0.87 -0.26
C -0.99 -1.27 0.93 -0.40
C -1.13 -0.41 -0.12 -0.60
N 0.03 -0.31 -0.85 0.06
C 0.97 -1.00 -0.14 -0.71
H 0.75 -2.52 1.46 0.42
H -1.74 -1.63 1.62 0.40
H -2.01 0.06 -0.54 0.47
H 0.12 0.14 -1.75 0.19
H 1.95 -1.25 -0.51 0.44
C 2.30 4.60 0.56 -0.87
N 1.85 5.70 1.48 -0.16
C 2.65 6.63 2.02 0.64
C 1.91 7.78 2.63 -0.93
O 3.85 6.66 1.98 -0.61
H 2.42 5.10 -0.41 0.27
H 1.57 3.79 0.53 0.33
H 3.19 4.07 0.89 0.28
H 0.87 5.59 1.70 0.24
H 2.40 7.98 3.58 0.28
H 0.90 7.48 2.94 0.29
H 1.77 8.69 2.06 0.23
C 1.20 -0.68 9.49 -0.86
N 0.66 -1.30 8.34 -0.18
C 1.16 -2.48 7.81 0.64
C 0.40 -2.91 6.49 -0.99
O 2.10 -3.10 8.30 -0.61
H 0.73 -0.96 10.43 0.30
H 1.11 0.41 9.51 0.32
H 2.25 -0.89 9.71 0.30
H -0.23 -1.03 7.95 0.21
H 0.85 -2.53 5.57 0.25
H -0.65 -2.63 6.49 0.33
H 0.46 -4.00 6.44 0.29
C 8.62 -0.87 -0.90 -0.86
N 7.88 -1.53 -2.01 -0.24
C 6.69 -1.33 -2.48 0.67
C 6.18 -2.27 -3.62 -0.79
O 6.00 -0.41 -2.10 -0.67
H 8.45 -1.41 0.02 0.26
H 8.19 0.14 -0.93 0.32
H 9.65 -0.79 -1.24 0.32
H 8.50 -2.29 -2.27 0.25
H 5.45 -2.89 -3.10 0.22
H 7.00 -2.80 -4.10 0.31
H 5.73 -1.57 -4.33 0.21
C 4.37 -6.71 1.34 -0.85
C 3.42 -7.08 0.23 0.65
C 2.74 -8.43 0.15 -0.97
O 3.42 -6.37 -0.79 -0.56
H 4.08 -7.35 2.17 0.29
H 4.12 -5.68 1.61 0.28
H 5.40 -6.72 0.97 0.27
H 2.68 -8.95 1.10 0.33
H 3.24 -8.94 -0.67 0.25
H 1.67 -8.34 -0.04 0.31
C 2.47 0.80 -7.13 -1.04
C 1.06 1.17 -6.72 0.77
C -0.02 1.15 -7.83 -0.99
O 0.82 1.35 -5.50 -0.58
H 2.79 1.50 -7.91 0.32
H 2.49 -0.13 -7.69 0.32
H 3.05 0.89 -6.21 0.29
H -0.04 2.18 -8.19 0.29
H -1.02 0.86 -7.50 0.30
H 0.40 0.61 -8.68 0.31
C -5.44 2.73 -4.28 -1.01
C -5.36 1.56 -5.17 0.76
C -4.50 0.42 -4.70 -0.99
O -5.85 1.57 -6.27 -0.55
H -4.60 3.42 -4.33 0.28
H -5.48 2.38 -3.24 0.31
H -6.41 3.23 -4.34 0.32
H -4.24 -0.22 -5.54 0.31
H -4.90 -0.20 -3.90 0.27
H -3.55 0.84 -4.35 0.30
C -9.21 -1.85 0.09 -1.05
C -8.04 -0.93 -0.26 0.78
C -6.68 -1.62 0.02 -1.03
O -8.17 0.18 -0.90 -0.58
H -9.15 -2.21 1.12 0.33
H -9.25 -2.74 -0.54 0.30
H -10.15 -1.31 -0.04 0.30
H -6.35 -2.49 -0.55 0.32
H -6.59 -1.82 1.09 0.36
H -5.98 -0.78 -0.06 0.25
C -5.04 4.59 1.91 -1.10
C -3.51 4.36 2.05 0.75
C -3.09 3.20 2.93 -0.82
O -2.63 5.02 1.46 -0.57
H -5.65 4.49 2.80 0.34
H -5.42 3.84 1.22 0.27
H -5.28 5.56 1.46 0.33
H -3.88 2.99 3.66 0.31
H -2.15 3.56 3.35 0.29
H -2.98 2.37 2.23 0.20
```

Results
* Kohn-Sham gap: 8.3 eV
* LUMO energy: 0.0076 hartree